# 1
Here is a 2-piece molecular cluster, C5H8O overall from OMol25. Energies are from ωB97M-V with the def2-TZVPD basis set.

Frontier orbital gap   10.74 eV
Relative energy (zero: lowest compared OMol25 entry of this formula, charge and spin)   88.4 kcal per mole
SMILES   C=C1C[C@H]2O[C@@H]12.[H][H]
Total energy   -7358.4230 eV

CARTESIAN COORDINATES (ANGSTROEM)
C1 -1.02803 0.82224 -1.34251
C2 -0.13193 0.39901 -0.46373
C3 0.42284 0.94048 0.85966
C4 1.49193 -0.15639 0.75877
O1 0.80195 -1.39499 0.75050
C5 0.91024 -0.68061 -0.48665
H1 -1.16627 0.31334 -2.29319
H2 -1.65039 1.69199 -1.14891
H3 0.80566 1.96111 0.75963
H4 -0.21571 0.86211 1.74358
H5 2.52219 -0.14924 1.09941
H6 1.35350 -1.20358 -1.32754
H7 -1.86713 -1.55391 0.44631
H8 -2.42426 -2.00652 0.64299

Forces on atoms 1 to 6 (eV/Å):
C 0.119 -0.053 0.110
C -0.185 0.150 -0.228
C -0.060 0.107 0.093
C 0.300 0.133 0.156
O -0.065 -0.087 0.119
C 0.008 -0.058 -0.403

=====

# 2
Here is C65H50N6O4SW as an isolated structure at a distorted geometry from OMol25. Energies are from ωB97M-V with the def2-TZVPD basis set.

<S²>   2.09
Frontier orbital gap (spin up / spin down)   5.47 / 5.52 eV
Total energy   -98005.1687 eV
Spin multiplicity   3

CARTESIAN COORDINATES (ANGSTROEM)
W1 0.16681 -0.25504 -0.55161
O1 -0.44076 -1.63459 0.55501
C1 -1.55262 -2.14261 1.27511
C2 -2.49982 -0.97841 1.70241
C3 -1.81188 0.15143 2.43512
C4 -2.52569 0.69706 3.65744
C5 -1.63444 1.57043 4.46810
C6 -0.64534 2.20967 3.87290
C7 -0.29287 1.94762 2.42300
C8 1.24100 2.14899 2.32019
C9 1.92259 1.91265 0.95476
O2 1.32451 0.75594 0.39863
C10 1.80302 3.02619 -0.11238
C11 2.09336 2.36589 -1.38158
C12 1.78041 4.09742 -3.32172
C13 1.13877 5.10206 -2.40226
C14 1.01120 5.18053 -1.06957
C15 1.32091 4.26398 0.02207
C16 3.41725 1.63764 1.16034
C17 4.27283 2.65573 1.56380
C18 5.63733 2.42723 1.65145
C19 6.16414 1.18510 1.32870
C20 5.31648 0.16115 0.93418
C21 3.95003 0.38718 0.85380
N1 -0.72343 0.61051 1.95944
C22 -1.05482 -2.79608 2.56334
C23 0.18665 -2.44276 3.07995
C24 0.66297 -3.04691 4.23508
C25 -0.11049 -3.99005 4.89351
C26 -1.36791 -4.31533 4.40425
C27 -1.83752 -3.72486 3.24101
C28 -2.27321 -3.19574 0.42380
C29 -3.52285 -3.01033 -0.15166
C30 -4.08716 -4.00589 -0.94010
C31 -3.40982 -5.19198 -1.16565
C32 -2.15966 -5.38484 -0.59509
C33 -1.59532 -4.39053 0.18522
H1 -3.30726 -1.38519 2.31100
H2 -2.91244 -0.52839 0.79483
H3 -2.90374 -0.14967 4.23644
H4 -1.87935 1.72555 5.51174
H5 -0.02053 2.91445 4.40829
H6 1.69842 1.46312 3.03600
H7 1.43404 3.16989 2.65041
H8 2.78501 1.54158 -1.26178
H9 1.26026 4.13124 -4.28378
H10 0.73876 5.94535 -2.95727
H11 0.51664 6.08299 -0.72319
H12 1.05425 4.62817 1.00671
H13 3.87546 3.63861 1.78974
H14 6.29933 3.22818 1.95477
H15 7.23219 1.01820 1.38419
H16 5.71367 -0.81111 0.67081
H17 3.29139 -0.40698 0.53250
H18 0.76924 -1.68873 2.56599
H19 1.64154 -2.78588 4.61713
H20 0.26119 -4.46935 5.78994
H21 -1.98151 -5.03903 4.92519
H22 -2.81343 -3.99501 2.85499
H23 -4.08218 -2.09688 0.00646
H24 -5.06163 -3.84109 -1.38303
H25 -3.84959 -5.95892 -1.79076
H26 -1.62432 -6.31163 -0.75844
H27 -0.61822 -4.54114 0.62838
C34 -5.84035 3.10762 6.24140
C35 -4.99098 3.00339 5.00159
C36 -4.58342 4.18193 4.32148
C37 -3.81597 4.09064 3.15523
C38 -3.38159 2.89142 2.68667
C39 -3.80100 1.59195 3.29432
C40 -4.64193 1.78497 4.51353
S1 -2.53650 2.72252 1.10833
O3 -2.76617 3.96698 0.38721
O4 -0.93931 2.91512 1.58597
N2 -1.43781 0.70844 -0.83548
C41 -2.34370 0.41923 -1.79177
C42 -3.47850 1.15409 -2.14055
C43 -4.35175 0.69383 -3.12958
C44 -4.13359 -0.47774 -3.81447
C45 -2.99792 -1.25223 -3.51491
C46 -2.66802 -2.47475 -4.13771
C47 -1.55760 -3.16064 -3.73136
C48 -0.75000 -2.63684 -2.71267
N3 -1.01438 -1.49202 -2.12217
C49 -2.11877 -0.80527 -2.50574
H28 -6.49875 3.97425 6.19115
H29 -5.21657 3.21588 7.13101
H30 -6.44627 2.21126 6.36403
H31 -4.87240 5.15048 4.70723
H32 -3.51804 4.98027 2.61025
H33 -4.36957 0.98670 2.56872
H34 -4.97842 0.88162 5.01254
H35 -3.65861 2.09910 -1.64761
H36 -5.22904 1.28376 -3.36487
H37 -4.82096 -0.81117 -4.58136
H38 -3.31283 -2.86493 -4.91644
H39 -1.29543 -4.11269 -4.17031
H40 0.13152 -3.17065 -2.37749
N4 8.24430 -1.56523 -7.00266
C50 7.26417 -1.46092 -6.41038
C51 6.05915 -1.32171 -5.65374
C52 4.85852 -1.85839 -6.11059
C53 3.70557 -1.71894 -5.35556
C54 3.72915 -1.04555 -4.13934
C55 4.93833 -0.50934 -3.68956
C56 6.09378 -0.64313 -4.43277
C57 2.52884 -0.90732 -3.27303
C58 2.36600 -1.88413 -2.25836
C59 3.06542 -3.09516 -2.16608
C60 2.78653 -3.64130 -0.90644
C61 1.93212 -2.76434 -0.27387
N5 1.64167 -1.68899 -1.07864
C62 1.90610 0.35684 -3.17511
C63 2.42301 1.55959 -3.64220
C64 1.84902 2.66892 -2.84386
C65 0.78298 1.93137 -2.07447
N6 0.78482 0.53080 -2.35670
H41 4.83588 -2.39333 -7.05067
H42 2.77334 -2.13880 -5.71144
H43 4.96132 0.01142 -2.73983
H44 7.02971 -0.23806 -4.07168
H45 3.70508 -3.50410 -2.93087
H46 3.16442 -4.56381 -0.49619
H47 1.52593 -2.83720 0.72059
H48 3.21521 1.65582 -4.36695
H49 2.81115 4.41724 -3.51425
H50 -0.12875 2.42445 -1.76974

Forces on atoms 1 to 6 (eV/Å):
W -2.820 0.894 -1.751
O -0.321 -1.167 0.740
C -0.441 0.389 0.292
C 0.523 -0.150 -0.298
C 0.027 -0.154 -0.002
C -0.193 0.399 -0.002

=====

# 3
Here is one molecule with the formula H4OP4 at a distorted geometry from OMol25. Energies are from ωB97M-V with the def2-TZVPD basis set.

Frontier orbital gap   7.54 eV
Relative energy (zero: lowest compared OMol25 entry of this formula, charge and spin)   0.0 kcal per mole
SMILES   O=P#P(P)P
Total energy   -39266.1128 eV

CARTESIAN COORDINATES (ANGSTROEM)
O1 2.53671 -0.89864 -0.36890
P1 1.87747 0.47610 -0.38725
P2 -0.37468 0.16511 -0.68629
P3 -1.54760 1.71608 0.34947
P4 -0.73214 -1.68770 0.47435
H1 -0.54295 1.99559 1.21572
H2 -1.37959 2.56781 -0.76003
H3 0.66673 -1.85428 0.77215
H4 -0.50394 -2.48007 -0.60922

Forces on atoms 1 to 6 (eV/Å):
O -1.340 2.363 0.008
P 0.331 -2.090 -0.040
P 0.560 -0.569 -0.085
P -1.004 -1.350 -0.863
P 0.669 0.696 0.718
H 1.023 1.135 0.660